No. 1
A structure of composition C18H40F6Na4O14S2. Source: the OMol25 dataset; level of theory: ωB97M-V with the def2-TZVPD basis set.

The geometry in XYZ format:
```
84
C18H40F6Na4O14S2, DFT ωB97M-V with the def2-TZVPD basis set
Na 4.06156 1.94423 0.27498
Na 3.14861 -5.05913 -1.07793
Na 5.64217 -2.09679 -0.41385
Na 3.67684 0.55093 -4.56535
C 0.67781 -1.27525 -1.40932
F 0.42246 -2.36000 -2.06283
F -0.00496 -0.31451 -1.97368
F 0.28877 -1.54763 -0.20653
S 2.66271 -1.00584 -1.43260
O 2.86933 -0.63992 -2.80847
O 2.89605 0.01819 -0.44162
O 3.41359 -2.27131 -1.10877
C 3.43542 -4.91817 3.41187
F 2.19657 -4.41999 3.19292
F 4.00002 -4.08696 4.25537
F 3.35036 -6.20710 3.82442
S 4.52582 -5.01281 1.79876
O 5.90658 -4.92653 2.27908
O 4.25133 -6.33128 1.16642
O 4.17562 -3.95652 0.81151
C -2.93010 2.44771 -5.77693
O -3.32152 1.97926 -4.44848
C -2.25675 2.07960 -3.44843
C -2.81315 1.56119 -2.14948
O -3.83955 2.46159 -1.57579
C -3.83495 2.37845 -0.14308
H -2.18267 3.23461 -5.67580
H -3.90502 2.73553 -6.17036
H -2.53400 1.58014 -6.30469
H -2.06630 3.14474 -3.31688
H -1.36402 1.54261 -3.76902
H -1.93688 1.53146 -1.50189
H -3.20508 0.55564 -2.30233
H -4.55776 3.14847 0.12658
H -2.86694 2.61229 0.30006
H -4.29444 1.44725 0.18832
C -0.04524 1.38287 1.17403
O 0.09017 2.69852 1.84979
C 0.69082 3.65592 1.00097
C 1.17031 4.87755 1.89889
O 0.10005 5.41445 2.67311
C 0.44745 6.58428 3.51379
H 0.90746 1.01559 0.79250
H -0.65885 1.50298 0.28119
H -0.56977 0.67749 1.81855
H 0.00578 3.94521 0.20401
H 1.55458 3.29269 0.44411
H 1.50704 5.69789 1.26505
H 2.00837 4.61289 2.54365
H -0.42896 6.98431 4.02368
H 0.83340 7.39537 2.89631
H 1.31303 6.25723 4.08991
C 1.57992 3.44948 5.70853
O 1.69609 2.05776 5.41712
C 2.73182 1.86464 4.45150
C 2.78760 0.33289 4.09214
O 1.43286 -0.11475 3.82403
C 1.35038 -1.42014 3.21603
H 0.96511 3.57318 6.60005
H 1.11093 4.05269 4.93118
H 2.53550 3.92268 5.93445
H 3.65032 2.22469 4.91500
H 2.58052 2.36625 3.49568
H 3.10557 -0.21996 4.97608
H 3.42252 0.20898 3.21486
H 1.78431 -1.48656 2.21834
H 0.28655 -1.65374 3.17367
H 1.85317 -2.13675 3.86547
C -4.18546 -4.61124 -1.04567
O -3.23364 -4.41609 -2.11759
C -3.25825 -3.18452 -2.83370
C -2.95220 -3.37915 -4.28260
O -3.67208 -4.41949 -4.91850
C -3.34054 -4.46229 -6.30320
H -3.62160 -4.55313 -0.11466
H -4.52413 -5.64713 -1.02778
H -5.10296 -4.04037 -1.18851
H -2.55311 -2.48185 -2.38970
H -4.24000 -2.73020 -2.70000
H -1.90497 -3.66369 -4.18034
H -3.11378 -2.43619 -4.80492
H -3.73464 -3.60812 -6.85382
H -3.77866 -5.31374 -6.82395
H -2.27068 -4.59390 -6.46495
```

Calculated values
HOMO level: -12.844 eV
Net charge: +2
Frontier orbital gap: 5.07 eV
LUMO energy: -7.77 eV

No. 2
A cluster of 2 separate species, C4H6NO in total. Source: the OMol25 dataset; level of theory: ωB97M-V with the def2-TZVPD basis set.

The geometry in XYZ format:
```
12
C4H6NO, DFT ωB97M-V with the def2-TZVPD basis set
C -1.00592 -0.02004 -0.00091
C -0.85554 -1.31200 -0.21411
C -1.89483 0.85120 0.43639
C 1.18832 0.54509 -0.55264
N 2.06603 0.27186 0.31174
O 3.26273 -0.22198 0.36012
H 0.04554 -1.50465 -0.87737
H -1.68517 -1.93082 -0.49273
H -1.92288 1.69557 -0.08633
H -2.39947 0.78431 1.39411
H 1.29857 0.16691 -1.55385
H 1.90263 0.67455 1.27558
```

Calculated values
HOMO level: -2.607 eV
Net charge: -1
Frontier orbital gap: 6.90 eV
LUMO energy: 4.29 eV

No. 3
A cluster of 2 separate species, C7H9N in total. Source: the OMol25 dataset; level of theory: ωB97M-V with the def2-TZVPD basis set.

The geometry in XYZ format:
```
17
C7H9N, DFT ωB97M-V with the def2-TZVPD basis set
C 0.98860 0.07694 1.23119
C 0.81143 1.29767 0.58231
C 0.71693 1.27193 -0.78075
N 0.97155 0.19068 -1.54258
C 1.15931 -1.02556 -0.85187
C 1.19387 -1.14172 0.50214
H 1.40505 0.10813 2.34833
H 0.82652 2.17802 1.12744
H 0.52371 2.12240 -1.33168
H 1.41569 -1.87618 -1.56239
H 1.29638 -2.19473 0.87947
C -1.85641 -0.84656 -0.09941
C -1.99517 0.44078 -0.14375
H -1.36466 -1.44761 -0.92615
H -2.04317 -1.15753 0.87339
H -1.59987 1.06653 -0.95015
H -2.44975 0.93681 0.64445
```

Calculated values
SMILES: c1ccncc1.C=C
HOMO level: -9.712 eV
Net charge: 0
Frontier orbital gap: 10.42 eV
LUMO energy: 0.71 eV